{
  "formula": "C25H33NO5",
  "method": "ωB97M-V with the def2-TZVPD basis set",
  "elements": ["C", "C", "O", "C", "O", "C", "C", "C", "O", "C", "C", "C", "C", "C", "C", "C", "C", "N", "C", "C", "C", "C", "C", "O", "C", "O", "C", "C", "C", "C", "C", "H", "H", "H", "H", "H", "H", "H", "H", "H", "H", "H", "H", "H", "H", "H", "H", "H", "H", "H", "H", "H", "H", "H", "H", "H", "H", "H", "H", "H", "H", "H", "H", "H"],
  "coordinates": [[-5.622678, -0.805830, 2.327300], [-5.072608, -1.190897, 0.967295], [-3.730322, -0.709963, 0.872103], [-3.079823, -0.989988, -0.259113], [-3.575560, -1.611114, -1.163560], [-1.634401, -0.493864, -0.227903], [-0.875198, -1.562598, 0.590635], [0.560090, -1.179282, 0.979971], [1.278223, -2.290035, 1.468093], [1.815934, -3.187939, 0.592011], [2.471981, -4.270462, 1.180574], [3.070351, -5.236071, 0.399105], [3.026832, -5.141876, -0.983266], [2.378104, -4.071375, -1.568392], [1.771008, -3.095936, -0.794233], [-1.108168, -0.422886, -1.665977], [-1.776955, 0.719215, -2.445256], [-1.702680, 2.012818, -1.805124], [-0.510342, 2.806158, -2.048033], [0.802996, 2.268433, -1.522670], [1.580391, 1.414040, -2.289407], [2.740502, 0.857305, -1.776453], [3.145283, 1.155351, -0.486863], [4.271380, 0.592795, 0.020422], [2.386864, 2.051413, 0.287861], [2.890342, 2.266208, 1.552099], [2.319183, 3.266184, 2.367813], [2.703936, 4.675396, 1.928840], [1.231341, 2.599950, -0.238806], [-2.207270, 1.954980, -0.453853], [-1.543160, 0.887609, 0.428871], [-6.644756, -1.160582, 2.421365], [-5.018895, -1.248909, 3.114725], [-5.608713, 0.274447, 2.444734], [-5.663404, -0.749447, 0.156827], [-5.068330, -2.277812, 0.828762], [-0.842029, -2.486369, 0.007108], [-1.426981, -1.771744, 1.509890], [0.549477, -0.478386, 1.818932], [1.095256, -0.711189, 0.146576], [2.498349, -4.326202, 2.257599], [3.574052, -6.067286, 0.870129], [3.494358, -5.897291, -1.596312], [2.336301, -3.986956, -2.644572], [1.271625, -2.277613, -1.287207], [-1.324380, -1.364127, -2.173870], [-0.030885, -0.266482, -1.650418], [-1.334038, 0.795509, -3.440036], [-2.839021, 0.478936, -2.567224], [-0.434989, 2.925049, -3.133637], [-0.697946, 3.793401, -1.614305], [1.279370, 1.174713, -3.298512], [3.345368, 0.182982, -2.361308], [4.383898, 0.917950, 0.924337], [2.721669, 3.062085, 3.364153], [1.228677, 3.153232, 2.408864], [3.785907, 4.782338, 1.934248], [2.344326, 4.879663, 0.923179], [2.274000, 5.401390, 2.613160], [0.640101, 3.294413, 0.338968], [-2.094240, 2.939983, 0.005662], [-3.280510, 1.737701, -0.522803], [-2.026340, 0.867855, 1.406056], [-0.492829, 1.141015, 0.560858]],
  "atomic_forces_ev_per_a": [[0.3303, -0.0179, -0.3342], [-0.4600, -0.2258, -0.0374], [0.0003, 0.2033, 0.3738], [0.2147, -0.0116, -0.2550], [-0.0949, -0.0575, -0.0537], [0.0733, -0.1548, 0.0565], [0.2275, 0.0354, 0.0485], [-0.3558, 0.2770, -0.2137], [0.1878, -0.3607, 0.0791], [0.0919, -0.1327, 0.0854], [-0.1092, 0.1523, 0.0481], [-0.0220, 0.0314, 0.0354], [0.0492, -0.0709, -0.1720], [0.0781, -0.1314, -0.0201], [-0.1625, 0.2846, 0.1314], [-0.2221, 0.0488, -0.0393], [0.0537, -0.1989, -0.0579], [-0.0261, 0.1823, -0.0769], [-0.1055, -0.0484, -0.0140], [0.1176, 0.0719, -0.1397], [-0.0188, 0.2292, 0.1132], [0.1575, -0.0396, 0.2478], [-0.1576, 0.1875, 0.1023], [0.0013, 0.0238, 0.0271], [0.2008, -0.1272, 0.0703], [0.0968, -0.3846, -0.5810], [-0.1026, 0.4672, 0.3002], [-0.0394, -0.4131, -0.0302], [0.1759, 0.0278, 0.0211], [0.1014, -0.0318, 0.2162], [-0.1672, 0.0769, -0.1084], [-0.1075, -0.0277, 0.0271], [0.0117, -0.0399, 0.1186], [-0.0473, 0.1060, 0.0578], [0.0935, -0.1080, 0.0885], [-0.0201, 0.1702, -0.0247], [-0.0331, -0.0239, 0.0077], [0.0129, -0.0540, 0.0076], [0.0275, 0.0066, -0.1746], [-0.0004, 0.0294, 0.0658], [0.0010, -0.0039, 0.1261], [0.0394, -0.0599, 0.0499], [0.0372, -0.0589, -0.0546], [-0.0077, 0.0084, -0.0840], [-0.0871, 0.1342, -0.0099], [0.0690, -0.0437, 0.0216], [-0.0330, -0.1052, 0.0546], [-0.0542, -0.0110, -0.0602], [0.0583, -0.0609, -0.0952], [0.0474, 0.0735, 0.0551], [0.0545, 0.0108, -0.0718], [-0.0633, -0.0338, -0.1293], [0.0997, -0.0953, -0.0709], [-0.0155, -0.0093, -0.0319], [-0.1493, 0.0309, -0.1083], [0.0994, -0.0598, 0.0201], [0.0799, 0.0358, 0.0110], [-0.0256, 0.0805, -0.0550], [-0.0487, 0.1079, 0.0604], [-0.0560, 0.0771, 0.1126], [-0.0801, 0.0189, 0.0105], [-0.0398, 0.0534, 0.1101], [0.0677, 0.0119, 0.0703], [-0.0451, -0.0528, 0.0722]],
  "mulliken_charge": [-1.22, -0.26, -0.17, -0.67, -0.61, 3.09, -1.45, -0.15, -0.49, 0.34, -0.62, -0.40, -0.55, -0.91, 0.22, -0.36, -1.52, 0.36, -1.93, 0.78, -0.79, -0.58, 0.09, -0.67, 1.07, -0.52, -0.39, -1.06, -0.22, -1.20, -0.43, 0.42, 0.31, 0.29, 0.29, 0.29, 0.53, 0.36, 0.28, -0.10, 0.44, 0.38, 0.39, 0.39, 0.36, 0.63, -0.28, 0.42, 0.46, 0.50, 0.46, 0.33, 0.45, 0.34, 0.40, 0.22, 0.32, 0.28, 0.38, 0.45, 0.45, 0.37, 0.66, -0.27],
  "smiles": "CCOC(=O)C1(CCOc2ccccc2)CCN(Cc2ccc(O)c(OCC)c2)CC1",
  "gap_ev": 8.63,
  "lumo_ev": 0.64,
  "energy_ev": -38188.34389,
  "total_charge": 0,
  "mol_weight_g_mol": 427.541
}